This record from OMol25 describes a structure of composition C14H21BN2O11Pb in a non-equilibrium geometry. The level of theory is wB97M-V/def2-TZVPD.

Values from the calculation:
Frontier orbital gap   4.08 eV
Lowest unoccupied orbital energy   3.782 eV

```
! RIJCOSX wB97M-V def2-TZVPD def2/J DEFGRID3
* xyz -2 1
Pb -1.26117 -0.92452 -1.42108
O -0.48644 1.55047 3.14751
O -1.50094 -1.21987 -3.99499
O -4.56553 6.67814 1.97689
O -3.01476 5.06171 1.69006
O -3.59083 -0.47315 -1.70123
O -4.44608 3.26351 2.21400
O -1.15832 1.18519 0.36964
O -2.57101 2.90611 0.72719
O -2.08400 3.15089 2.99287
O -6.33437 4.35812 2.57823
O -2.47368 -3.44661 -1.86128
N 0.34248 -1.78398 0.70872
N 0.84602 0.68955 -1.78732
C 3.17915 1.75022 -2.31780
C 1.88820 -2.95990 3.62065
C -1.77332 -4.14976 -0.89219
C 2.19872 -1.89012 2.58374
C -1.30432 2.19840 2.55546
C 1.13693 -1.81223 1.53566
C 4.29777 -0.39875 -2.93955
C -4.22717 5.52943 1.97130
C -1.64246 2.04075 1.06159
C 3.92922 1.00498 -3.40959
C 0.89646 -2.44508 4.65886
C 1.86322 1.15806 -2.03059
C -5.15983 4.35485 2.31135
C -0.41954 -0.87570 -4.80382
B -3.03690 3.60135 1.93089
H 2.93365 2.74668 -2.69219
H -0.02666 -1.75135 -5.34922
H -3.91490 -0.08557 -0.87834
H -0.04113 -2.19145 4.16751
H 3.34303 0.99815 -4.32938
H -1.36903 -3.44765 -0.13767
H 2.77618 -3.50536 3.94769
H 4.86460 1.51421 -3.65573
H -0.65695 -0.12671 -5.58428
H 2.07079 -0.85745 2.92438
H 1.37607 -3.80838 3.15268
H 3.76331 1.74733 -1.39846
H 4.85095 -0.36052 -1.99864
H 3.40536 -1.00812 -2.79029
H 0.39881 -0.40608 -4.22485
H -0.93496 -4.71628 -1.35413
H 3.14949 -2.07869 2.08885
H -2.38317 -4.89492 -0.33672
H 0.63863 -3.28243 5.31688
H 1.29665 -1.68350 5.32640
H 4.93179 -0.90396 -3.66965
*
```